# 1
# C3H2N4O

A single C3H2N4O molecule in a non-equilibrium geometry (ωB97M-V/def2-TZVPD, the Open Molecules 2025 dataset).

Charge = 0
Orbital gap = 8.067 eV
Energy relative to the best compared isomer or geometry (same formula, charge and spin) = 5.038 eV
Largest force on an atom = 5.2 eV Å⁻¹
Calculated total energy = -11144.234 eV

```
10
Properties=species:S:1:pos:R:3:lowdin_charge:R:1
C -0.543 -0.634 -2.697 -0.347
C 0.243 -0.292 -0.200 -0.040
C 0.000 -0.575 -1.403 0.034
N -0.909 2.057 3.139 0.238
N 0.747 -0.201 1.080 0.010
N 0.639 0.461 2.544 0.089
N -0.203 1.281 2.736 -0.246
O -1.510 0.008 -3.038 0.043
H -0.011 -1.307 -3.393 0.115
H 1.548 -0.798 1.232 0.104
```

---

# 2
# C3H2N4O6

A single C3H2N4O6 molecule in a non-equilibrium geometry (ωB97M-V/def2-TZVPD, the Open Molecules 2025 dataset).

Charge = 0
Orbital gap (alpha / beta) = 9.467 / 9.467 eV
Energy relative to the best compared isomer or geometry (same formula, charge and spin) = 0.000 eV
Largest force on an atom = 2.6 eV Å⁻¹
Calculated total energy = -21380.163 eV

```
15
Properties=species:S:1:pos:R:3:lowdin_charge:R:1
C 0.598 0.721 0.812 -0.373
C -0.303 1.289 -1.583 -0.473
C 0.279 -0.672 0.904 -0.045
N 0.204 1.458 -0.301 0.194
N -0.003 0.082 -2.247 0.110
N 0.114 -1.369 -0.171 -0.124
N -0.158 -1.222 2.218 -0.341
O 1.034 1.368 1.755 0.127
O -0.750 2.272 -2.132 0.112
O -0.407 -2.444 -0.296 0.119
O 0.659 -0.898 -1.528 0.012
O 0.600 -1.999 2.699 0.174
O -1.212 -0.775 2.575 0.158
H 0.159 2.457 0.023 0.195
H -0.814 -0.267 -2.729 0.152
```

---

# 3
# C3H2NO2Se

A molecular structure, C3H2NO2Se in a non-equilibrium geometry (ωB97M-V/def2-TZVPD, the Open Molecules 2025 dataset).

Charge = -1
Orbital gap = 7.899 eV
Energy relative to the best compared isomer or geometry (same formula, charge and spin) = 0.252 eV
Largest force on an atom = 3.1 eV Å⁻¹
Calculated total energy = -74075.464 eV

```
9
Properties=species:S:1:pos:R:3:lowdin_charge:R:1
C 0.656 1.014 0.711 -0.434
C -1.478 -0.272 -0.527 -0.750
C 0.093 0.204 -0.320 -0.485
N 1.070 1.673 1.531 0.111
O -1.509 -1.509 -0.528 -0.175
O -2.199 0.685 -0.805 -0.032
Se 0.848 -1.547 0.213 0.800
H 0.612 0.562 -1.279 0.119
H 1.907 -0.810 1.005 -0.153
```

---

# 4
# C3H2NO3

2 unconnected molecules or ions with the total composition C3H2NO3 in a non-equilibrium geometry (ωB97M-V/def2-TZVPD, the Open Molecules 2025 dataset).

Charge = -1
Orbital gap = 7.042 eV
Energy relative to the best compared isomer or geometry (same formula, charge and spin) = 2.802 eV
Largest force on an atom = 1.9 eV Å⁻¹
Calculated total energy = -10774.968 eV

```
9
Properties=species:S:1:pos:R:3:lowdin_charge:R:1
C -1.160 -0.711 0.041 -0.592
C 1.993 0.148 -0.080 -0.550
C -0.299 0.227 0.591 -0.129
N -1.457 0.644 -0.348 -0.007
O 1.991 0.547 -1.192 0.076
O -1.708 -1.780 -0.118 -0.005
O 2.425 -0.461 0.830 0.076
H -0.407 0.566 1.646 0.066
H -1.379 0.820 -1.369 0.065
```

---

# 5
# C3H2NO3

2 unconnected molecules or ions with the total composition C3H2NO3 in a non-equilibrium geometry (ωB97M-V/def2-TZVPD, the Open Molecules 2025 dataset).

Charge = -1
Orbital gap = 7.110 eV
Energy relative to the best compared isomer or geometry (same formula, charge and spin) = 2.185 eV
Largest force on an atom = 4.0 eV Å⁻¹
Calculated total energy = -10775.585 eV

```
9
Properties=species:S:1:pos:R:3:lowdin_charge:R:1
C 1.293 1.188 -0.168 -0.203
C -0.591 -0.621 0.707 -0.427
C 1.562 -0.904 0.085 -0.422
N 0.467 -1.414 0.587 0.049
O 1.613 2.056 0.614 -0.080
O -0.727 0.537 0.324 -0.071
O 2.621 -1.338 -0.276 -0.007
H 0.967 1.426 -1.207 0.062
H -1.436 -1.147 1.202 0.099
```

---

# 6
# C3H2NO3

2 unconnected molecules or ions with the total composition C3H2NO3 in a non-equilibrium geometry (ωB97M-V/def2-TZVPD, the Open Molecules 2025 dataset).

Charge = -1
Orbital gap = 8.267 eV
Energy relative to the best compared isomer or geometry (same formula, charge and spin) = 2.927 eV
Largest force on an atom = 4.1 eV Å⁻¹
Calculated total energy = -10774.842 eV

```
9
Properties=species:S:1:pos:R:3:lowdin_charge:R:1
C 1.895 -0.079 0.276 -0.641
C -1.941 -0.154 0.114 -0.461
C -0.129 1.035 -1.168 0.050
N -1.116 0.655 -0.536 -0.013
O 1.711 0.600 1.286 -0.073
O -2.569 0.075 1.098 0.023
O 1.358 -0.150 -0.832 -0.137
H 2.728 -0.795 0.359 0.091
H -1.937 -1.187 -0.597 0.162
```

---

# 7
# C3H2NO3

A gas-phase ion, C3H2NO3 (charge +1) in a non-equilibrium geometry (ωB97M-V/def2-TZVPD, the Open Molecules 2025 dataset).

Charge = +1
Orbital gap (alpha / beta) = 8.273 / 8.269 eV
Energy relative to the best compared isomer or geometry (same formula, charge and spin) = 4.944 eV
Largest force on an atom = 4.3 eV Å⁻¹
Calculated total energy = -10761.951 eV

```
9
Properties=species:S:1:pos:R:3:lowdin_charge:R:1
C -1.095 -0.640 0.334 -0.002
C -0.825 0.658 -0.047 0.086
C 1.630 0.832 -0.123 -0.151
N -0.193 -1.523 -0.199 0.065
O 2.706 0.712 0.232 0.401
O 0.979 -1.292 -0.377 0.070
O 0.469 1.207 -0.205 0.244
H -1.942 -1.118 0.719 0.131
H -1.729 1.166 -0.335 0.157
```

---

# 8
# C3H2NO3PS

A gas-phase ion, C3H2NO3PS (charge -2) in a non-equilibrium geometry (ωB97M-V/def2-TZVPD, the Open Molecules 2025 dataset).

Charge = -2
Orbital gap = 6.320 eV
Energy relative to the best compared isomer or geometry (same formula, charge and spin) = 0.172 eV
Largest force on an atom = 4.0 eV Å⁻¹
Calculated total energy = -30900.230 eV

```
11
Properties=species:S:1:pos:R:3:lowdin_charge:R:1
C 0.108 0.311 0.242 -0.351
C -0.917 -0.519 -0.105 -0.767
C -0.879 1.661 1.894 -0.001
N 0.018 1.179 1.248 -0.016
O -0.972 2.585 4.566 -0.442
O 0.299 3.752 2.650 -0.466
O -2.221 3.827 2.676 -0.423
P -1.026 3.156 3.182 -0.021
S -2.373 -0.458 0.694 0.417
H 1.067 0.499 -0.262 0.081
H -0.726 -1.079 -0.947 -0.012
```

---

# 9
# C3H2NOS2

A gas-phase ion, C3H2NOS2 (charge -1) in a non-equilibrium geometry (ωB97M-V/def2-TZVPD, the Open Molecules 2025 dataset).

Charge = -1
Orbital gap (alpha / beta) = 5.902 / 5.903 eV
Energy relative to the best compared isomer or geometry (same formula, charge and spin) = 3.001 eV
Largest force on an atom = 1.6 eV Å⁻¹
Calculated total energy = -28350.845 eV

```
9
Properties=species:S:1:pos:R:3:lowdin_charge:R:1
C 0.318 1.480 0.230 -0.587
C -1.574 0.093 0.996 -0.385
C 0.791 -1.026 -1.011 -1.172
N -0.632 0.817 0.962 -0.017
O -2.526 -0.557 1.259 0.059
S 1.155 -2.054 -2.259 0.332
S 1.385 0.546 -0.838 0.799
H 0.966 2.062 0.888 -0.015
H 0.115 -1.362 -0.228 -0.015
```

---

# 10
# C3H2NOS2

A gas-phase ion, C3H2NOS2 (charge -1) in a non-equilibrium geometry (ωB97M-V/def2-TZVPD, the Open Molecules 2025 dataset).

Charge = -1
Orbital gap (alpha / beta) = 5.988 / 5.985 eV
Energy relative to the best compared isomer or geometry (same formula, charge and spin) = 2.313 eV
Largest force on an atom = 6.4 eV Å⁻¹
Calculated total energy = -28351.534 eV
Structure (SMILES) = O=c1[nH]cc([S-])s1

```
9
Properties=species:S:1:pos:R:3:lowdin_charge:R:1
O 1.013 2.268 0.836 -0.095
C 0.600 1.157 0.530 -0.837
N -0.146 0.853 -0.540 -0.083
C -0.431 -0.456 -0.906 -0.185
C 0.014 -1.410 0.464 -1.212
S -0.145 -3.038 0.615 0.335
S 0.962 -0.340 1.451 0.909
H -0.469 1.628 -1.110 0.141
H -1.397 -0.662 -1.342 0.026
```

---

# 11
# C3H2NOS2

A gas-phase ion, C3H2NOS2 (charge -1) in a non-equilibrium geometry (ωB97M-V/def2-TZVPD, the Open Molecules 2025 dataset).

Charge = -1
Orbital gap = 6.370 eV
Energy relative to the best compared isomer or geometry (same formula, charge and spin) = 2.389 eV
Largest force on an atom = 6.2 eV Å⁻¹
Calculated total energy = -28351.457 eV
Structure (SMILES) = [O-]c1scnc1S

```
9
Properties=species:S:1:pos:R:3:lowdin_charge:R:1
O -0.664 -2.177 0.097 -0.390
C 0.050 -0.847 0.089 -0.706
S 1.753 -0.606 0.055 0.952
C 1.414 1.112 -0.069 -0.543
N 0.167 1.439 -0.082 -0.042
C -0.616 0.349 0.004 -0.830
S -2.358 0.153 0.001 0.633
H 2.228 1.801 -0.148 0.033
H -1.974 -1.224 0.053 -0.106
```

---

# 12
# C3H2NP

2 unconnected molecules or ions with the total composition C3H2NP in a non-equilibrium geometry (ωB97M-V/def2-TZVPD, the Open Molecules 2025 dataset).

Charge = 0
Orbital gap (alpha / beta) = 6.679 / 7.618 eV
Energy relative to the best compared isomer or geometry (same formula, charge and spin) = 4.509 eV
Largest force on an atom = 5.1 eV Å⁻¹
Calculated total energy = -13914.879 eV

```
7
Properties=species:S:1:pos:R:3:lowdin_charge:R:1
C -0.739 -2.830 -0.007 -0.296
C -0.530 -1.510 -0.474 -0.234
C -0.125 -0.371 -0.525 0.005
N -0.780 -3.832 0.495 0.144
P 0.351 2.671 -0.401 0.715
H 1.815 2.884 -0.082 -0.155
H 0.008 2.988 0.994 -0.180
```